1.
The following is a DFT calculation (ωB97M-V/def2-TZVPD) of a cluster of 5 separate species, C29H28N5O8 in total at a distorted geometry.

```
70
Properties=species:S:1:pos:R:3:forces:R:3
N 2.4750 0.9003 2.1864 0.798 -0.521 0.877
C 2.0851 -0.2980 2.9580 -0.642 0.390 -0.642
N 1.6448 -1.3187 1.9788 0.771 0.430 0.265
N 0.9788 0.1236 3.7930 0.749 -0.113 0.012
C 3.1809 -0.8895 3.9021 -0.958 -0.715 -0.051
N 4.5627 -0.7083 3.4628 1.077 0.133 -0.147
C 5.3346 0.4348 3.3199 -1.198 1.191 0.351
C 6.5529 0.1176 2.8547 -0.431 -0.296 0.162
N 6.5220 -1.2668 2.7391 1.189 0.167 -0.354
C 5.3510 -1.7210 3.1151 -1.661 -1.030 0.325
H 2.8775 1.5585 2.8545 -0.388 0.323 -0.256
H 3.2541 0.6177 1.5913 -0.205 0.268 -0.222
H 2.4511 -1.5410 1.3901 -0.171 -0.252 -0.003
H 1.0260 -0.7999 1.3545 -0.119 -0.310 0.022
H 0.6522 -0.6551 4.3555 -0.291 0.098 -0.161
H 0.2466 0.4754 3.1861 -0.149 -0.095 0.237
H 3.0142 -1.9766 3.9214 0.127 0.246 0.041
H 2.9980 -0.5418 4.9234 0.470 0.339 -0.262
H 4.9256 1.4109 3.5384 0.186 -0.165 0.046
H 7.3555 0.8001 2.6206 0.164 -0.498 -0.058
H 7.2823 -1.8574 2.4301 -0.044 0.083 0.037
H 4.9560 -2.7439 3.1799 0.630 0.182 -0.148
C 1.6392 1.3792 -1.5356 -0.019 0.042 0.108
C 1.1026 2.3463 -0.7986 -0.033 -0.080 0.086
C 0.7413 3.6561 -1.3949 -0.024 0.171 -0.155
O 0.2533 4.5402 -0.7223 0.083 -0.095 0.040
C 1.0001 3.8426 -2.8421 0.068 -0.051 -0.082
C 1.5380 2.8736 -3.5792 -0.028 0.103 0.048
C 1.8993 1.5656 -2.9844 -0.003 -0.039 -0.167
O 2.3886 0.6784 -3.6504 0.033 -0.008 0.082
H 1.9102 0.4162 -1.1193 -0.003 -0.026 -0.052
H 0.9067 2.2245 0.2600 0.035 0.043 0.011
H 0.7284 4.8037 -3.2587 -0.033 0.004 0.039
H 1.7347 2.9919 -4.6368 -0.001 -0.050 -0.003
C -5.4761 3.4200 -1.3514 0.292 0.013 0.236
C -4.5917 3.0714 -2.2839 0.047 0.003 0.084
C -3.1492 2.9548 -1.9686 -0.027 0.014 -0.098
O -2.3364 2.6381 -2.8164 0.055 -0.004 0.071
C -2.7235 3.2385 -0.5793 -0.027 -0.064 0.128
C -3.6015 3.5869 0.3557 0.051 -0.018 0.023
C -5.0481 3.7039 0.0422 -0.060 0.047 -0.029
O -5.8496 4.0193 0.8954 0.035 -0.030 0.008
H -6.5295 3.5123 -1.5569 -0.006 0.024 0.019
H -4.8812 2.8603 -3.3027 0.001 0.018 -0.008
H -1.6673 3.1468 -0.3741 -0.012 0.041 0.025
H -3.3092 3.7994 1.3765 -0.043 0.020 0.004
C 5.3954 -7.8848 2.9901 -0.034 0.050 0.094
C 4.8808 -6.9003 3.7236 -0.020 -0.052 0.030
C 4.5773 -5.5806 3.1305 -0.083 -0.138 0.050
O 4.1073 -4.6799 3.8082 0.214 0.256 -0.174
C 4.8631 -5.3914 1.6891 0.062 0.018 0.042
C 5.3771 -6.3722 0.9519 -0.014 0.154 -0.059
C 5.6840 -7.7000 1.5460 0.019 -0.156 -0.001
O 6.1492 -8.5915 0.8767 0.002 0.061 -0.011
H 5.6253 -8.8572 3.4060 0.011 -0.012 -0.038
H 4.6628 -7.0165 4.7775 -0.020 0.036 -0.004
H 4.6305 -4.4180 1.2727 -0.065 -0.025 -0.031
H 5.5930 -6.2540 -0.1025 0.001 -0.055 -0.003
C -9.8331 2.0861 -5.6738 0.048 0.095 0.005
C -8.9121 2.8729 -5.1232 -0.055 0.010 -0.053
C -8.0053 2.3694 -4.0655 -0.010 0.067 -0.024
O -7.1645 3.0884 -3.5603 -0.350 -0.133 -0.367
C -8.1595 0.9573 -3.6436 -0.008 -0.070 0.016
C -9.0797 0.1692 -4.1930 0.084 0.004 0.074
C -9.9894 0.6716 -5.2530 -0.080 -0.048 -0.052
O -10.8256 -0.0456 -5.7549 0.026 0.009 0.018
H -10.5055 2.4348 -6.4471 -0.018 -0.042 0.000
H -8.7825 3.9067 -5.4171 0.030 0.002 0.032
H -7.4864 0.6094 -2.8699 0.012 0.035 0.003
H -9.2083 -0.8644 -3.8980 -0.037 -0.002 -0.032
```
Positions in Å, forces in eV/Å.

Values from the calculation:
- net charge = +1
- HOMO-LUMO gap (eV) = 7.07
- HOMO energy (eV) = -11.33

Results of the Löwdin charge analysis, in e, for atoms 1 through 5: number 1, N, carries 0.09; number 2, C, carries -0.65; number 3, N, carries 0.09; number 4, N, carries 0.09; number 5, C, carries -0.03

=====

2.
The following is a DFT calculation (ωB97M-V/def2-TZVPD) of a structure of composition C4HClNO2 at a distorted geometry.

```
9
Properties=species:S:1:pos:R:3:forces:R:3
C 1.7893 0.1118 -0.0849 -2.372 -0.882 0.370
C 0.8568 -0.8092 -0.0239 0.492 -1.198 -0.411
C -0.1646 0.3111 -0.4037 -1.600 1.718 1.319
C -2.0264 0.5033 -0.0773 1.970 -0.708 -1.366
N 0.7903 1.1872 -0.2448 -1.476 0.632 -1.529
O -2.1848 0.1309 1.0462 0.039 -0.348 1.799
O -2.6777 0.8357 -1.0272 -0.324 0.658 -0.890
Cl 0.8934 -2.4344 0.5386 -0.164 -0.209 -0.139
H 2.7238 0.1636 0.2770 3.437 0.336 0.846
```
Positions in Å, forces in eV/Å.

Values from the calculation:
- net charge = -1
- HOMO-LUMO gap (eV) = 7.54
- HOMO energy (eV) = -4.17
- energy above the lowest of the compared OMol25 structures with the same formula, charge and spin (eV) = 1.593

Results of the Löwdin charge analysis, in e, for atoms 1 through 5: number 1, C, carries -0.17; number 2, C, carries -0.69; number 3, C, carries -0.10; number 4, C, carries -0.68; number 5, N, carries 0.03

=====

3.
The following is a DFT calculation (ωB97M-V/def2-TZVPD) of a cluster of 2 separate species, C22H25FNO in total at a distorted geometry.

```
50
Properties=species:S:1:pos:R:3:forces:R:3
C -1.6295 -2.1108 1.0480 -0.321 0.604 -0.079
C -1.4864 -0.5711 1.3307 -0.978 -0.668 0.442
C -0.0441 -0.2978 1.1078 1.309 -0.968 0.465
C 0.6954 -1.4633 1.1207 -0.666 0.445 0.155
N 2.0459 -1.6128 1.2225 0.035 0.502 -0.447
C 2.8471 -0.4641 1.6917 -0.010 -0.486 0.483
C 4.3276 -0.7141 1.4652 0.370 -0.626 0.155
O 4.7325 -1.9876 2.0008 -0.661 0.347 -0.642
C 4.0462 -3.0637 1.3559 0.332 0.418 0.084
C 2.5419 -2.9595 1.5037 -0.018 -0.056 0.692
C -0.2080 -2.6876 1.1198 -0.198 -0.005 0.094
H -2.3048 -2.5595 1.7862 0.204 -0.002 -0.263
H -2.0708 -2.2887 0.0555 0.151 0.138 0.273
H -2.1588 0.0025 0.6879 -0.155 -0.099 0.207
H -1.7800 -0.3673 2.3824 0.104 0.019 -0.510
H 0.4237 0.6624 1.2508 -0.051 -0.088 0.453
H 2.5535 0.4506 1.1651 -0.008 -0.249 0.033
H 2.6848 -0.3133 2.7782 -0.124 -0.026 -0.378
H 4.5460 -0.6552 0.3832 0.107 -0.114 0.292
H 4.9366 0.0124 2.0164 -0.248 -0.015 -0.312
H 4.2921 -3.0982 0.2816 0.189 0.049 0.224
H 4.4057 -3.9643 1.8623 -0.106 0.050 -0.315
H 2.2589 -3.2442 2.5352 0.095 0.030 -0.287
H 2.0741 -3.6641 0.8088 0.103 0.116 0.196
H -0.0936 -3.2887 2.0377 0.233 0.274 -0.285
H -0.0033 -3.3595 0.2762 0.033 0.127 0.158
F -3.5004 0.2798 -4.6826 0.826 -0.599 1.210
C -2.4768 -0.0429 -3.8202 -0.627 0.646 -0.404
C -1.4921 -0.9085 -4.2870 0.699 0.198 0.684
C -0.3731 -1.1466 -3.4623 -0.514 0.403 0.065
C -0.2353 -0.4366 -2.2794 0.108 0.349 0.012
C -1.1948 0.5286 -1.8427 -0.426 -1.425 -0.485
C -0.7793 1.3677 -0.7638 0.610 1.389 -1.823
C -1.3880 2.6007 -0.3561 -0.291 0.643 0.560
C -0.8219 3.2781 0.7656 0.170 -0.362 -0.343
C -1.3098 4.4972 1.2040 0.104 -0.017 0.102
C -2.4257 5.0752 0.5882 0.355 -0.389 -0.277
C -2.9933 4.4517 -0.5293 0.029 -0.130 -0.285
C -2.4518 3.2750 -1.0358 -0.026 -0.392 0.425
C -2.4325 0.5784 -2.5687 0.557 -0.155 -0.112
H -1.5512 -1.3651 -5.2675 -0.239 0.047 0.083
H 0.4044 -1.8426 -3.7609 -0.196 0.085 -0.035
H 0.6367 -0.5947 -1.6415 -0.170 0.071 -0.255
H 0.2940 1.3051 -0.5428 -0.813 -0.222 0.048
H 0.0326 2.8023 1.2595 -0.353 0.326 -0.057
H -0.7998 5.0141 2.0171 -0.252 -0.183 -0.148
H -2.7953 6.0374 0.9292 -0.040 -0.190 -0.002
H -3.8461 4.9051 -1.0448 0.434 -0.102 0.183
H -2.8153 2.8750 -1.9789 0.030 0.297 0.319
H -3.3180 1.0731 -2.1735 0.306 -0.009 -0.357
```
Positions in Å, forces in eV/Å.

Values from the calculation:
- net charge = +1
- HOMO-LUMO gap (eV) = 4.73
- HOMO energy (eV) = -10.47
- energy above the lowest of the compared OMol25 structures with the same formula, charge and spin (eV) = 0.197

Results of the Löwdin charge analysis, in e, for atoms 1 through 5: number 1, C, carries -0.14; number 2, C, carries -0.18; number 3, C, carries -0.11; number 4, C, carries -0.23; number 5, N, carries -0.06

=====

4.
The following is a DFT calculation (ωB97M-V/def2-TZVPD) of the molecule C3Cl2N2 at a distorted geometry.

```
7
Properties=species:S:1:pos:R:3:forces:R:3
C -0.0010 0.0866 -0.0134 -0.866 -0.454 0.026
C -1.4221 0.4775 -0.2289 -0.505 -0.178 -0.402
C 0.7749 1.1992 0.4973 0.340 0.464 0.293
N -2.5410 0.6731 -0.4404 1.153 -0.055 0.280
N 1.3745 2.0601 0.9605 -0.058 -0.083 -0.151
Cl 0.7052 -0.5308 -1.5204 -0.078 0.186 -0.016
Cl 0.0039 -1.2169 1.2163 0.015 0.119 -0.031
```
Positions in Å, forces in eV/Å.

Values from the calculation:
- SMILES string = N#CC(Cl)(Cl)C#N
- HOMO-LUMO gap (eV) = 11.87
- HOMO energy (eV) = -12.28
- energy above the lowest of the compared OMol25 structures with the same formula, charge and spin (eV) = 0.029

Results of the Löwdin charge analysis, in e, for atoms 1 through 5: number 1, C, carries -1.18; number 2, C, carries -0.29; number 3, C, carries -0.31; number 4, N, carries 0.20; number 5, N, carries 0.21

=====

5.
The following is a DFT calculation (ωB97M-V/def2-TZVPD) of a cluster of 8 separate species, C3H24NO9 in total at a distorted geometry.

```
37
Properties=species:S:1:pos:R:3:forces:R:3
C -0.9341 -1.6367 -3.0073 -0.734 1.277 -0.841
O 0.3989 -2.0855 -3.2006 -0.430 -0.517 0.456
C -1.0590 -0.6379 -1.8272 1.766 -2.444 0.931
C -1.7085 -1.2804 -0.6082 -1.680 0.227 1.208
O -1.5439 -0.2979 0.3981 -0.141 0.686 -0.028
N 0.3574 -0.4230 -1.2873 -1.911 1.285 -1.197
H -1.7040 -2.3944 -2.8447 0.434 -0.468 -0.042
H -1.1982 -1.1542 -3.9534 -0.241 0.199 0.189
H 0.4033 -3.0480 -3.1667 0.208 -0.001 0.069
H -1.5471 0.3025 -1.9730 0.015 0.496 -0.555
H -2.7906 -1.4563 -0.7382 0.075 0.382 -0.524
H -1.4134 -2.2760 -0.2625 1.003 0.137 -0.419
H -1.4155 -0.5994 1.3017 0.036 -0.779 0.063
H 0.9798 -0.0428 -1.9860 0.471 -0.680 -0.527
H 0.2633 0.3913 -0.6779 0.198 -0.734 0.965
H 0.6271 -1.3258 -0.8854 0.985 0.241 0.592
H 1.3657 4.4480 0.7828 -1.253 0.880 0.699
H 2.1604 3.1785 0.9600 -0.124 0.034 -0.376
O 2.0879 3.9807 0.4202 1.259 -0.634 -0.495
H 1.1300 2.1474 -1.4651 0.000 0.124 0.534
H 0.0015 2.9862 -1.9780 -0.278 0.188 -0.066
O 0.1612 2.1574 -1.5201 0.238 0.348 -0.422
H 2.8873 1.0717 0.5600 -0.100 -0.253 -0.010
H 1.5260 0.8642 1.2748 0.100 -0.221 -0.029
O 1.9295 1.1945 0.4482 0.121 0.034 0.301
H 1.5728 0.4854 3.5684 0.222 -0.336 -0.091
H 0.1205 0.7809 3.5120 -0.267 -0.185 -0.199
O 0.7608 0.1375 3.1705 0.085 0.613 0.168
H -0.7013 -2.7143 3.3160 0.693 0.476 -0.357
H -2.1359 -2.6748 3.1781 -0.382 0.383 -0.460
O -1.3590 -2.2721 2.7607 -0.357 -0.730 0.648
H 0.9815 -3.2796 0.7240 0.862 -0.395 0.244
H 2.3777 -2.4457 0.3454 0.385 -0.757 0.420
O 1.4192 -2.4955 0.3781 -1.373 1.227 -0.771
H -0.8436 3.0102 0.9769 -0.241 0.120 -0.246
H -1.9023 4.0334 1.5364 -0.096 0.081 -0.424
O -1.2557 3.3703 1.7694 0.451 -0.302 0.592
```
Positions in Å, forces in eV/Å.

Values from the calculation:
- ⟨S²⟩ = 0.750
- spin multiplicity = 2
- HOMO-LUMO gap (spin up / spin down) (eV) = 2.76 / 10.83
- HOMO energy (spin up / spin down) (eV) = -2.42 / -10.62
- energy above the lowest of the compared OMol25 structures with the same formula, charge and spin (eV) = 0.000

Results of the Löwdin charge analysis, in e, for atoms 1 through 5: number 1, C, carries -0.21; number 2, O, carries -0.08; number 3, C, carries -0.22; number 4, C, carries -0.25; number 5, O, carries -0.07